61
Properties=species:S:1:pos:R:3 method="wB97M-V/def2-TZVPD" e_homo_ha=-0.3862 de_lowest_kj_mol=14.7 charge=+1 orbital_gap_ev=8.037
Li 0.98 1.73 -2.10
C 2.85 1.69 0.13
O 1.90 2.48 -0.53
H 3.19 0.79 -0.63
H 2.32 1.23 0.95
H 3.75 2.34 0.54
H 1.97 3.46 -0.17
C 1.79 3.25 -4.43
O 2.40 2.43 -3.45
H 1.17 2.79 -5.17
H 2.69 3.64 -5.04
H 1.36 4.28 -4.15
H 3.35 2.12 -3.70
C 4.35 -2.59 -3.78
O 2.95 -2.35 -3.44
C 2.49 -1.00 -3.61
C 0.97 -1.00 -3.19
N 0.35 0.27 -3.42
C -0.99 0.24 -3.06
C -1.60 1.58 -3.08
O -0.94 2.52 -2.20
C -1.52 3.90 -2.10
H 5.01 -1.94 -3.46
H 4.40 -2.71 -4.83
H 4.57 -3.35 -3.32
H 2.54 -0.71 -4.62
H 3.12 -0.42 -2.94
H 0.81 -1.33 -2.11
H 0.65 -1.81 -3.51
H 0.53 0.32 -4.48
H -1.33 -0.12 -2.10
H -1.58 -0.28 -3.75
H -2.60 1.37 -2.63
H -1.90 1.75 -4.10
H -1.45 4.58 -2.91
H -0.97 4.36 -1.24
H -2.64 3.82 -1.94
C -0.77 0.88 0.91
O -0.30 1.22 2.23
C -0.22 0.20 3.16
C -1.54 -0.44 3.61
N -1.33 -1.40 4.60
C -2.58 -2.08 5.06
C -2.42 -3.01 6.24
O -3.65 -3.77 6.18
C -3.79 -4.58 7.30
H -0.09 0.18 0.30
H -0.84 1.86 0.26
H -1.76 0.54 0.78
H 0.29 0.62 4.08
H 0.35 -0.65 2.69
H -1.96 -0.83 2.46
H -2.09 0.26 4.01
H -0.59 -2.06 4.24
H -2.91 -2.61 4.06
H -3.49 -1.34 5.18
H -2.30 -2.45 7.13
H -1.61 -3.55 5.96
H -3.78 -3.94 8.17
H -2.82 -5.13 7.48
H -4.70 -5.22 7.46